No. 1
The following is a DFT calculation (ωB97M-V with the def2-TZVPD basis set) of one molecule with the formula C15H23N3O3S in a non-equilibrium geometry.

```
45
Properties=species:S:1:pos:R:3
C -6.017 -1.639 1.122
O -5.569 -2.698 0.306
C -5.154 -2.319 -0.981
C -3.855 -1.493 -1.010
C -4.102 0.002 -1.233
N -2.878 0.767 -1.199
C -2.347 1.245 -0.048
S -3.163 1.060 1.388
N -1.184 1.941 -0.111
C -0.354 2.063 -1.290
C 0.762 1.016 -1.259
C 1.604 1.224 0.008
N 2.647 0.231 0.111
C 3.947 0.508 -0.157
O 4.342 1.606 -0.499
C 4.848 -0.644 0.005
C 6.206 -0.721 -0.165
C 6.563 -2.057 0.119
C 5.403 -2.695 0.439
O 4.360 -1.855 0.374
C 0.704 1.201 1.244
C -0.431 2.216 1.095
H -5.205 -0.964 1.408
H -6.424 -2.102 2.019
H -6.806 -1.065 0.622
H -5.003 -3.267 -1.504
H -5.957 -1.763 -1.491
H -3.204 -1.867 -1.805
H -3.339 -1.631 -0.058
H -4.572 0.164 -2.208
H -4.756 0.398 -0.455
H -2.277 0.652 -2.000
H -0.946 1.995 -2.203
H 0.094 3.063 -1.269
H 1.394 1.111 -2.142
H 0.328 0.012 -1.247
H 2.120 2.188 -0.064
H 2.390 -0.709 0.369
H 6.848 0.084 -0.455
H 7.545 -2.483 0.090
H 5.197 -3.709 0.721
H 1.287 1.431 2.136
H 0.271 0.205 1.364
H -1.108 2.161 1.948
H -0.026 3.230 1.026
```

Values from the calculation:
Total energy = -1373.551029 Eh
Spin multiplicity = 1
HOMO = -8.082 eV

No. 2
The following is a DFT calculation (ωB97M-V with the def2-TZVPD basis set) of one molecule with the formula C15H23N3O4 in a non-equilibrium geometry.

```
45
Properties=species:S:1:pos:R:3
N -0.771 2.681 -3.822
C 0.589 2.187 -4.295
C 1.641 2.781 -3.351
C 1.383 2.247 -1.907
C 0.514 3.251 -1.159
C -0.084 2.726 0.145
N 0.914 2.355 1.160
C -1.049 1.553 -0.073
O -1.487 1.379 -1.233
N -1.289 0.706 0.911
C -2.057 -0.461 0.724
C -1.358 -1.620 -0.156
C -0.017 -2.121 0.354
C 0.034 -3.073 1.377
C 1.238 -3.574 1.869
C 2.424 -3.023 1.384
O 3.674 -3.301 1.849
C 2.379 -2.024 0.366
C 1.130 -1.594 -0.160
C -2.452 -0.869 2.140
O -1.936 -0.415 3.131
O -3.421 -1.822 2.097
H -0.966 2.173 -2.933
H -1.449 2.366 -4.493
H 0.702 2.633 -5.343
H 0.727 1.080 -4.290
H 2.693 2.654 -3.728
H 1.493 3.905 -3.364
H 0.944 1.237 -1.912
H 2.331 2.160 -1.340
H 1.254 4.083 -1.011
H -0.344 3.655 -1.744
H -0.578 3.649 0.475
H 1.722 3.062 1.290
H 1.377 1.466 0.872
H -0.878 0.932 1.851
H -2.922 -0.187 0.143
H -1.302 -1.163 -1.128
H -2.016 -2.508 -0.139
H -0.992 -3.458 1.630
H 1.287 -4.413 2.561
H 3.590 -4.038 2.515
H 3.262 -1.524 0.004
H 1.108 -0.852 -0.917
H -3.557 -2.132 2.985
```

Values from the calculation:
Total energy = -1050.619605 Eh
Spin multiplicity = 1
HOMO = -8.645 eV

No. 3
The following is a DFT calculation (ωB97M-V with the def2-TZVPD basis set) of C15H23N3O4S as an isolated structure in a non-equilibrium geometry.

```
46
Properties=species:S:1:pos:R:3
C -0.237 4.861 -3.406
C -0.437 3.643 -2.318
C 1.030 3.077 -1.824
N 1.067 1.762 -2.245
C 0.877 0.752 -1.377
N 1.160 1.386 -0.054
C 1.178 0.633 0.983
C 1.167 -1.012 0.660
C 1.002 -1.449 -0.641
C 0.892 -0.542 -1.558
H 1.007 -0.849 -2.629
H 0.989 -2.495 -0.844
S 0.937 -2.128 2.087
O 1.948 -1.468 3.265
O 1.448 -3.452 1.589
N -0.486 -1.968 2.632
C -1.536 -2.697 1.735
H -0.953 -3.562 1.346
C -2.598 -3.151 2.438
H -3.382 -3.310 1.764
O -3.245 -1.883 2.857
C -2.218 -1.064 3.865
H -2.710 -0.313 4.255
C -0.939 -0.734 3.236
H -0.141 -0.728 3.732
H -1.173 -0.205 2.453
H -2.324 -1.917 4.709
H -2.348 -3.824 3.202
H -1.598 -1.931 0.823
H 1.399 0.876 2.005
C 0.835 1.517 -3.671
H 1.005 0.515 -4.085
H 1.294 2.309 -4.221
C -0.920 1.760 -3.807
C -1.273 2.107 -5.236
H -0.504 2.942 -5.533
H -2.297 2.095 -5.338
H -0.914 1.440 -5.696
O -1.229 2.706 -2.837
H -1.141 0.942 -3.516
H 0.968 3.371 -0.677
H 1.872 4.038 -2.347
H -1.003 4.271 -1.649
H -1.348 5.164 -3.930
H 0.465 4.508 -4.436
H 0.120 5.610 -2.926
```

Values from the calculation:
Total energy = -1448.200240 Eh
Spin multiplicity = 1
HOMO = -7.834 eV

No. 4
The following is a DFT calculation (ωB97M-V with the def2-TZVPD basis set) of one molecule with the formula C15H23N3O4S in a non-equilibrium geometry.

```
46
Properties=species:S:1:pos:R:3
C 1.025 -4.264 4.457
C -0.034 -4.055 3.071
N -0.742 -2.699 3.424
C -0.063 -1.329 3.610
C -0.950 -0.496 3.137
C -2.079 -1.128 2.965
C -1.763 -2.583 2.669
C -1.705 -2.855 1.001
N -0.738 -1.740 0.541
C -1.237 -0.748 -0.108
O -2.287 -0.401 -0.365
C 0.132 -0.023 -0.649
C -0.331 1.239 -1.454
C 0.508 1.983 -2.169
S -0.091 3.229 -3.276
N -0.541 2.415 -4.542
O -1.213 3.885 -2.599
O 0.915 4.146 -3.564
C 1.971 2.087 -1.791
C 2.424 0.930 -0.939
C 1.475 0.154 -0.329
O 1.987 -1.195 0.264
C 3.213 -1.186 0.816
H 0.388 -4.486 5.360
H 1.612 -5.372 4.288
H 1.737 -3.578 4.557
H 0.866 -3.790 2.149
H -0.599 -4.887 3.063
H 0.886 -1.376 2.838
H 0.284 -1.368 4.570
H -1.038 0.259 3.949
H -0.716 0.102 2.367
H -2.776 -0.718 2.059
H -3.061 -1.276 3.843
H -2.509 -3.064 3.003
H -2.505 -2.426 0.602
H -1.467 -3.735 1.046
H 0.302 -2.020 0.709
H -1.410 1.433 -1.522
H 0.201 2.692 -5.286
H -1.477 2.209 -4.756
H 2.653 2.551 -2.286
H 3.324 0.850 -0.697
H 3.075 -1.962 1.447
H 3.717 -0.282 1.276
H 3.782 -1.184 -0.103
```

Values from the calculation:
Total energy = -1448.222112 Eh
Spin multiplicity = 1
HOMO = -7.967 eV

No. 5
The following is a DFT calculation (ωB97M-V with the def2-TZVPD basis set) of one molecule with the formula C15H23N3S.

```
42
Properties=species:S:1:pos:R:3
C -4.975 -1.621 0.624
C -4.197 -0.918 -0.482
C -2.766 -1.436 -0.627
C -1.912 -1.142 0.606
N -0.496 -1.141 0.288
C 0.022 -2.439 -0.073
N 1.429 -2.318 -0.363
C 2.183 -1.246 -0.022
S 3.698 -1.087 -0.666
N 1.662 -0.385 0.874
C 2.356 0.836 1.214
C 2.177 1.928 0.145
C 0.725 2.182 -0.139
C 0.112 1.605 -1.243
C -1.235 1.805 -1.485
C -1.991 2.575 -0.618
C -1.390 3.153 0.488
C -0.041 2.959 0.723
C 0.317 -0.599 1.352
H -4.980 -2.697 0.462
H -4.534 -1.421 1.597
H -6.005 -1.274 0.640
H -4.717 -1.068 -1.431
H -4.170 0.155 -0.284
H -2.294 -0.945 -1.478
H -2.795 -2.510 -0.821
H -2.151 -0.137 0.963
H -2.137 -1.860 1.413
H -0.128 -3.182 0.744
H -0.499 -2.798 -0.965
H 1.830 -2.911 -1.072
H 1.979 1.176 2.181
H 3.420 0.603 1.306
H 2.683 1.599 -0.763
H 2.663 2.836 0.505
H 0.698 1.000 -1.919
H -1.698 1.365 -2.357
H -3.043 2.733 -0.807
H -1.974 3.759 1.166
H 0.426 3.418 1.584
H 0.344 -1.277 2.234
H -0.102 0.361 1.660
```

Values from the calculation:
Total energy = -1147.842826 Eh
Spin multiplicity = 1
HOMO = -7.968 eV

No. 6
The following is a DFT calculation (ωB97M-V with the def2-TZVPD basis set) of one molecule with the formula C15H23N5O3 in a non-equilibrium geometry.

```
46
Properties=species:S:1:pos:R:3
H -5.768 -0.761 0.209
N -4.891 -0.301 0.399
C -4.797 0.854 -0.232
N -5.774 1.373 -1.160
N -3.821 1.829 -0.068
C -2.910 1.914 1.082
C -2.115 0.643 1.327
C -1.493 0.060 0.050
C -1.170 -1.491 0.202
N 0.222 -1.847 0.075
C 1.179 -1.470 0.968
O 1.047 -0.908 2.046
C 2.540 -2.014 0.543
N 2.683 -2.343 -0.838
C 3.714 -1.170 1.084
C 3.883 0.143 0.307
C 4.794 0.262 -0.762
C 4.950 1.461 -1.484
C 4.085 2.498 -1.294
C 3.215 2.418 -0.200
C 3.131 1.257 0.603
C -2.000 -2.284 -0.794
O -1.493 -3.038 -1.598
O -3.268 -2.155 -0.778
H -5.324 1.837 -1.966
H -6.313 0.606 -1.508
H -4.069 2.781 -0.332
H -3.398 2.275 1.985
H -2.230 2.761 0.834
H -1.376 0.817 2.113
H -2.822 -0.071 1.695
H -0.590 0.639 -0.334
H -2.249 0.140 -0.723
H -1.472 -1.771 1.219
H 0.510 -2.355 -0.730
H 2.621 -2.980 1.062
H 3.633 -2.677 -1.012
H 2.461 -1.493 -1.389
H 4.626 -1.791 1.097
H 3.431 -0.982 2.119
H 5.432 -0.588 -1.009
H 5.712 1.492 -2.265
H 4.113 3.408 -1.879
H 2.568 3.266 0.085
H 2.380 1.212 1.402
H -3.585 -1.454 -0.156
```

Values from the calculation:
Total energy = -1084.925848 Eh
Spin multiplicity = 1
HOMO = -9.115 eV

Question: Which value of total energy does entry 6 give?
Answer: -1084.925848 Eh

Please write out number 2 again, unchanged.
The following is a DFT calculation (ωB97M-V with the def2-TZVPD basis set) of one molecule with the formula C15H23N3O4 in a non-equilibrium geometry.

```
45
Properties=species:S:1:pos:R:3
N -0.771 2.681 -3.822
C 0.589 2.187 -4.295
C 1.641 2.781 -3.351
C 1.383 2.247 -1.907
C 0.514 3.251 -1.159
C -0.084 2.726 0.145
N 0.914 2.355 1.160
C -1.049 1.553 -0.073
O -1.487 1.379 -1.233
N -1.289 0.706 0.911
C -2.057 -0.461 0.724
C -1.358 -1.620 -0.156
C -0.017 -2.121 0.354
C 0.034 -3.073 1.377
C 1.238 -3.574 1.869
C 2.424 -3.023 1.384
O 3.674 -3.301 1.849
C 2.379 -2.024 0.366
C 1.130 -1.594 -0.160
C -2.452 -0.869 2.140
O -1.936 -0.415 3.131
O -3.421 -1.822 2.097
H -0.966 2.173 -2.933
H -1.449 2.366 -4.493
H 0.702 2.633 -5.343
H 0.727 1.080 -4.290
H 2.693 2.654 -3.728
H 1.493 3.905 -3.364
H 0.944 1.237 -1.912
H 2.331 2.160 -1.340
H 1.254 4.083 -1.011
H -0.344 3.655 -1.744
H -0.578 3.649 0.475
H 1.722 3.062 1.290
H 1.377 1.466 0.872
H -0.878 0.932 1.851
H -2.922 -0.187 0.143
H -1.302 -1.163 -1.128
H -2.016 -2.508 -0.139
H -0.992 -3.458 1.630
H 1.287 -4.413 2.561
H 3.590 -4.038 2.515
H 3.262 -1.524 0.004
H 1.108 -0.852 -0.917
H -3.557 -2.132 2.985
```

Values from the calculation:
Total energy = -1050.619605 Eh
Spin multiplicity = 1
HOMO = -8.645 eV

What did the second record say?
The following is a DFT calculation (ωB97M-V with the def2-TZVPD basis set) of one molecule with the formula C15H23N3O4 in a non-equilibrium geometry.

```
45
Properties=species:S:1:pos:R:3
N -0.771 2.681 -3.822
C 0.589 2.187 -4.295
C 1.641 2.781 -3.351
C 1.383 2.247 -1.907
C 0.514 3.251 -1.159
C -0.084 2.726 0.145
N 0.914 2.355 1.160
C -1.049 1.553 -0.073
O -1.487 1.379 -1.233
N -1.289 0.706 0.911
C -2.057 -0.461 0.724
C -1.358 -1.620 -0.156
C -0.017 -2.121 0.354
C 0.034 -3.073 1.377
C 1.238 -3.574 1.869
C 2.424 -3.023 1.384
O 3.674 -3.301 1.849
C 2.379 -2.024 0.366
C 1.130 -1.594 -0.160
C -2.452 -0.869 2.140
O -1.936 -0.415 3.131
O -3.421 -1.822 2.097
H -0.966 2.173 -2.933
H -1.449 2.366 -4.493
H 0.702 2.633 -5.343
H 0.727 1.080 -4.290
H 2.693 2.654 -3.728
H 1.493 3.905 -3.364
H 0.944 1.237 -1.912
H 2.331 2.160 -1.340
H 1.254 4.083 -1.011
H -0.344 3.655 -1.744
H -0.578 3.649 0.475
H 1.722 3.062 1.290
H 1.377 1.466 0.872
H -0.878 0.932 1.851
H -2.922 -0.187 0.143
H -1.302 -1.163 -1.128
H -2.016 -2.508 -0.139
H -0.992 -3.458 1.630
H 1.287 -4.413 2.561
H 3.590 -4.038 2.515
H 3.262 -1.524 0.004
H 1.108 -0.852 -0.917
H -3.557 -2.132 2.985
```

Values from the calculation:
Total energy = -1050.619605 Eh
Spin multiplicity = 1
HOMO = -8.645 eV

Question: total energy of number 1 (C15H23N3O3S)?
Answer: -1373.551029 Eh